[1]
Here is Br2H4Si2 in the gas phase in a non-equilibrium geometry from the OMol25 dataset. Energies are from the ωB97M-V functional and the def2-TZVPD basis.

Atoms and positions in Å:
Br -3.006 0.025 0.174
Si -0.952 0.893 0.188
Si 0.814 -0.963 -0.127
Br 2.749 0.066 0.753
H -0.386 1.603 1.332
H -0.788 1.730 -0.967
H 0.896 -2.448 0.173
H 0.673 -0.905 -1.526

Maximum force, hartree/bohr: 0.0519
Highest occupied orbital energy, eV: -9.47
E_LUMO, eV: 0.07
Energy relative to the best compared isomer or geometry (same formula, charge and spin), kJ/mol: 88.4
Total charge: 0
Energy, eV: -155905.91451

---

[2]
Here is C23H25N3O6S in the gas phase from the OMol25 dataset. Energies are from the ωB97M-V functional and the def2-TZVPD basis.

Atoms and positions in Å:
C 2.825 2.410 -2.344
C 1.386 2.063 -2.012
O 0.982 0.989 -2.862
C -0.294 0.610 -2.788
O -1.146 1.190 -2.170
C -0.572 -0.548 -3.734
S 0.819 -1.707 -3.777
C 1.065 -1.815 -2.048
N 0.233 -1.159 -1.322
C 0.397 -1.153 0.033
C -0.489 -0.406 0.812
C -0.323 -0.364 2.183
C -1.241 0.406 3.080
O -1.428 0.080 4.238
N -1.776 1.523 2.532
C -2.853 2.222 3.185
C -4.223 1.782 2.617
C -5.368 2.198 3.548
C -5.442 1.022 4.531
C -4.693 -0.114 3.806
O -4.317 0.380 2.530
C 0.710 -1.096 2.786
C 1.586 -1.835 2.026
C 1.446 -1.868 0.636
C 2.375 -2.621 -0.197
O 3.320 -3.264 0.206
N 2.106 -2.549 -1.577
C 3.049 -3.175 -2.490
C 3.899 -2.139 -3.153
C 4.620 -1.107 -2.627
C 5.187 -0.424 -3.731
C 4.767 -1.093 -4.837
O 3.985 -2.130 -4.497
H 3.458 1.537 -2.212
H 3.169 3.205 -1.690
H 2.902 2.738 -3.377
H 0.716 2.914 -2.174
H 1.284 1.738 -0.970
H -0.686 -0.175 -4.752
H -1.478 -1.064 -3.419
H -1.294 0.096 0.297
H -1.676 1.671 1.539
H -2.729 3.300 3.057
H -2.790 1.966 4.245
H -4.332 2.165 1.597
H -6.292 2.281 2.977
H -5.171 3.149 4.040
H -4.949 1.263 5.471
H -6.472 0.747 4.747
H -5.316 -0.994 3.634
H -3.798 -0.418 4.363
H 0.795 -1.063 3.861
H 2.389 -2.400 2.475
H 2.509 -3.742 -3.252
H 3.658 -3.849 -1.878
H 4.741 -0.877 -1.588
H 5.819 0.440 -3.698
H 4.951 -0.940 -5.882

Maximum force, hartree/bohr: 0.0177
Highest occupied orbital energy, eV: -8.49
E_LUMO, eV: 0.09
Energy relative to the best compared isomer or geometry (same formula, charge and spin), kJ/mol: 0.0
Total charge: 0
Energy, eV: -51848.32633

---

- Among the records above, which one has the highest energy relative to the best compared isomer or geometry (same formula, charge and spin)?
  Br2H4Si2

---

- What is the maximum force in the first record?
  0.0519 hartree/bohr

---

- highest occupied orbital energy of number 1 (Br2H4Si2)?
  -9.47 eV

---

- The lowest E_LUMO belongs to which entry?
  Br2H4Si2